Arrangement 1

# C19H23N3O6

An isolated molecule of C19H23N3O6 (wB97M-V/def2-TZVPD, OMol25).

The HOMO energy is -8.4 eV. Its SMILES is CCn1cc(C(=O)NCCC(=O)NCCCO)c(=O)c2cc3c(cc21)OCO3.

Geometry as ORCA input:
```
! RIJCOSX wB97M-V def2-TZVPD def2/J DEFGRID3
* xyz 0 1
C -2.563 -3.204 1.535
C -2.001 -2.663 0.223
N -1.807 -1.225 0.282
C -0.594 -0.769 0.624
C -0.248 0.549 0.700
C 1.157 0.858 1.051
O 1.961 -0.038 1.346
N 1.501 2.144 1.008
C 2.831 2.639 1.278
C 3.628 2.919 -0.001
C 4.473 1.796 -0.607
O 5.333 2.070 -1.423
N 4.223 0.543 -0.195
C 4.983 -0.578 -0.698
C 4.176 -1.532 -1.589
C 3.373 -2.601 -0.834
O 2.109 -2.183 -0.387
C -1.226 1.570 0.394
O -0.991 2.782 0.385
C -2.561 1.049 0.084
C -3.573 1.994 -0.172
C -4.822 1.536 -0.462
C -5.093 0.158 -0.501
C -4.133 -0.784 -0.257
C -2.830 -0.333 0.038
O -6.405 -0.037 -0.802
C -6.966 1.252 -0.963
O -5.969 2.224 -0.742
H -3.523 -2.749 1.767
H -2.693 -4.280 1.465
H -1.876 -2.991 2.351
H -1.028 -3.118 0.024
H -2.659 -2.905 -0.613
H 0.159 -1.517 0.827
H 0.762 2.801 0.746
H 2.722 3.573 1.836
H 3.351 1.917 1.915
H 4.325 3.740 0.178
H 2.943 3.256 -0.784
H 3.476 0.341 0.463
H 5.408 -1.132 0.147
H 5.800 -0.147 -1.284
H 3.496 -0.954 -2.216
H 4.878 -2.050 -2.244
H 3.169 -3.437 -1.510
H 3.972 -2.983 0.007
H 2.220 -1.458 0.256
H -3.325 3.041 -0.130
H -4.396 -1.826 -0.292
H -7.363 1.354 -1.985
H -7.784 1.389 -0.239
*
```

Arrangement 2

# C19H23N3O6

An isolated molecule of C19H23N3O6 (wB97M-V/def2-TZVPD, OMol25).

The HOMO energy is -8.5 eV. Its SMILES is COc1cc(/C=C/C(=O)OCC(=O)NC(=O)NC(C)(C)C)ccc1OCC#N.

Geometry as ORCA input:
```
! RIJCOSX wB97M-V def2-TZVPD def2/J DEFGRID3
* xyz 0 1
C 0.816 -3.313 -5.569
O 1.460 -2.104 -5.894
C 1.195 -1.008 -5.140
C 0.348 -0.970 -4.051
C 0.139 0.213 -3.326
C -0.749 0.172 -2.189
C -1.063 1.180 -1.359
C -1.962 0.946 -0.237
O -2.516 -0.102 0.024
O -2.111 2.055 0.514
C -3.005 1.993 1.616
C -2.330 1.458 2.887
O -2.200 2.157 3.872
N -1.924 0.175 2.784
C -1.190 -0.614 3.721
O -0.871 -1.733 3.392
N -0.938 -0.002 4.880
C -0.185 -0.593 5.986
C -0.135 0.455 7.096
C 1.230 -0.938 5.512
C -0.903 -1.854 6.472
C 0.804 1.368 -3.731
C 1.656 1.346 -4.821
C 1.866 0.175 -5.531
O 2.688 0.041 -6.609
C 3.492 1.131 -6.997
C 2.737 2.250 -7.536
N 2.135 3.124 -7.958
H 1.169 -4.037 -6.300
H 1.084 -3.654 -4.564
H -0.272 -3.221 -5.645
H -0.170 -1.861 -3.735
H -1.207 -0.787 -1.979
H -0.677 2.182 -1.450
H -3.859 1.353 1.365
H -3.331 3.019 1.799
H -2.126 -0.324 1.917
H -1.275 0.950 4.984
H -1.140 0.712 7.422
H 0.415 0.068 7.949
H 0.360 1.358 6.746
H 1.804 -1.367 6.328
H 1.738 -0.043 5.158
H 1.179 -1.657 4.700
H -0.359 -2.300 7.301
H -1.910 -1.611 6.803
H -0.965 -2.576 5.663
H 0.659 2.294 -3.201
H 2.143 2.262 -5.118
H 4.143 0.740 -7.788
H 4.115 1.492 -6.164
*
```

Short version: arrangement 2 is the least stable of them.

Arrangement 1

# C4H5FS2

A structure of composition C4H5FS2 (wB97M-V/def2-TZVPD, OMol25).

The HOMO energy is -8.7 eV.

Geometry as ORCA input:
```
! RIJCOSX wB97M-V def2-TZVPD def2/J DEFGRID3
* xyz 0 1
C 0.352 -0.125 1.952
C 0.731 0.852 -0.582
C -0.575 -0.045 -0.709
C -0.870 -0.728 -1.778
H -0.779 0.216 2.046
H 0.996 0.113 2.854
H 0.569 -1.132 1.473
H -0.142 -0.516 -2.794
H -1.832 -1.214 -1.676
F -1.453 0.130 0.309
S 1.492 1.011 0.843
S 1.511 1.437 -1.939
*
```

Arrangement 2

# C4H5FS2

An isolated molecule of C4H5FS2 (wB97M-V/def2-TZVPD, OMol25).

The HOMO energy is -8.7 eV. Its SMILES is F[C@H]1C[C@H]1C(=S)S.

Geometry as ORCA input:
```
! RIJCOSX wB97M-V def2-TZVPD def2/J DEFGRID3
* xyz 0 1
F 1.371 0.998 -1.087
C 1.240 -0.232 -0.606
C 1.044 -0.345 0.851
C -0.109 -0.698 -0.099
C -1.321 0.209 -0.168
S -2.797 -0.426 -0.440
S -1.108 1.918 0.058
H 1.969 -1.033 -1.058
H 1.020 0.532 1.478
H 1.423 -1.234 1.345
H -0.286 -1.754 -0.221
H -2.445 2.067 -0.053
*
```

Short version: arrangement 1 is the least stable of them.

Arrangement 1

# CH2FNOS

An isolated molecule of CH2FNOS (wB97M-V/def2-TZVPD, OMol25).

The HOMO energy is -9.9 eV. Its SMILES is O=C(F)NS.

Geometry as ORCA input:
```
! RIJCOSX wB97M-V def2-TZVPD def2/J DEFGRID3
* xyz 0 1
O 1.381 1.237 -0.085
C 0.430 0.849 0.481
F -0.291 1.504 1.435
N -0.284 -0.422 0.299
S 0.050 -1.731 -0.685
H -1.270 -0.412 0.476
H -0.016 -1.026 -1.920
*
```

Arrangement 2

# CH2FNOS

An isolated molecule of CH2FNOS (wB97M-V/def2-TZVPD, OMol25).

The HOMO energy is -9.5 eV. Its SMILES is O=C(F)NS.

Geometry as ORCA input:
```
! RIJCOSX wB97M-V def2-TZVPD def2/J DEFGRID3
* xyz 0 1
O -0.076 1.666 1.211
C -0.279 1.442 0.064
F -0.649 2.493 -0.734
N -0.291 0.222 -0.533
S 0.372 -1.159 0.337
H -0.713 -0.057 -1.336
H 1.157 -0.479 1.005
*
```

Arrangement 3

# CH2FNOS

A structure of composition CH2FNOS (wB97M-V/def2-TZVPD, OMol25).

The HOMO energy (spin up / spin down) is -9.8 / -10.1 eV.

Geometry as ORCA input:
```
! RIJCOSX wB97M-V def2-TZVPD def2/J DEFGRID3
* xyz 0 1
C -1.990 0.297 0.681
N 1.556 -0.610 0.864
O -0.661 -1.356 -0.765
F 2.019 -0.603 -0.366
S -0.681 -0.427 0.338
H -2.126 0.996 1.368
H 1.661 -1.606 1.065
*
```

Short version: arrangement 3 is the least stable of them.